(1)
The following is a quantum chemistry calculation of a cluster of 8 separate species, C42H100O24S2 in total at a distorted geometry, from the Open Molecules 2025 dataset.

The frontier orbital gap is 9.5 eV. As for the lowest unoccupied orbital energy: 0.393 eV. The calculation puts the total energy at -4261.80006 Ha. The calculation puts the relative energy (zero: lowest compared OMol25 entry of this formula, charge and spin) at 0.0 kcal/mol. The calculation puts the HOMO energy at -9.140 eV. Its structure (SMILES) is CCOS(C)(=O)=O.CCOS(C)(=O)=O.COCCOCCOC.COCCOCCOC.COCCOCCOC.COCCOCCOC.COCCOCCOC.COCCOCCOC.

Last columns: bonded neighbours and bond lengths (Å).
Geometry (Å):
1 C 5.017 -2.737 -1.825  C2 1.534, H8 1.093, H9 1.086, H10 1.093
2 C 6.470 -2.260 -1.701  C1 1.534, O3 1.417, H11 1.089, H12 1.093
3 O 7.004 -2.951 -0.585  C2 1.417, S4 1.587
4 S 8.572 -3.117 -0.407  O3 1.587, C5 1.835, O6 1.433, O7 1.460
5 C 9.073 -1.387 -0.054  S4 1.835, H13 1.086, H14 1.088, H15 1.089
6 O 8.810 -3.987 0.707  S4 1.433
7 O 9.194 -3.378 -1.702  S4 1.460
8 H 4.524 -2.431 -0.898  C1 1.093
9 H 4.833 -3.779 -2.070  C1 1.086
10 H 4.473 -2.086 -2.514  C1 1.093
11 H 7.044 -2.401 -2.615  C2 1.089
12 H 6.456 -1.204 -1.419  C2 1.093
13 H 9.067 -0.800 -0.967  C5 1.086
14 H 10.083 -1.476 0.342  C5 1.088
15 H 8.391 -1.074 0.734  C5 1.089
16 C 5.677 -2.820 2.829  C17 1.524, H23 1.091, H24 1.091, H25 1.089
17 C 6.459 -1.757 3.592  C16 1.524, O18 1.437, H26 1.093, H27 1.090
18 O 7.803 -1.612 3.105  C17 1.437, S19 1.626
19 S 8.592 -0.329 3.716  O18 1.626, C20 1.855, O21 1.446, O22 1.452
20 C 10.332 -0.942 3.534  S19 1.855, H28 1.088, H29 1.089, H30 1.087
21 O 8.374 0.770 2.801  S19 1.446
22 O 8.394 -0.189 5.148  S19 1.452
23 H 5.984 -3.791 3.222  C16 1.091
24 H 5.881 -2.853 1.758  C16 1.091
25 H 4.594 -2.728 2.902  C16 1.089
26 H 5.905 -0.827 3.435  C17 1.093
27 H 6.347 -1.948 4.659  C17 1.090
28 H 10.456 -1.574 2.657  C20 1.088
29 H 10.528 -1.604 4.376  C20 1.089
30 H 11.004 -0.089 3.587  C20 1.087
31 C -2.948 -3.328 -2.626  O32 1.426, H40 1.081, H41 1.092, H42 1.090
32 O -1.595 -2.881 -2.593  C31 1.426, C33 1.421
33 C -1.489 -1.699 -3.375  O32 1.421, C34 1.554, H43 1.091, H44 1.096
34 C -0.035 -1.445 -3.865  C33 1.554, O35 1.407, H45 1.092, H46 1.092
35 O 0.401 -2.380 -4.822  C34 1.407, C36 1.420
36 C 1.794 -2.656 -4.843  O35 1.420, C37 1.574, H47 1.095, H48 1.087
37 C 2.220 -3.628 -3.681  C36 1.574, O38 1.443, H49 1.094, H50 1.091
38 O 1.724 -4.983 -3.672  C37 1.443, C39 1.424
39 C 0.305 -5.081 -3.606  O38 1.424, H51 1.089, H52 1.090, H53 1.090
40 H -3.080 -4.146 -1.932  C31 1.081
41 H -3.255 -3.575 -3.644  C31 1.092
42 H -3.523 -2.501 -2.210  C31 1.090
43 H -1.894 -0.883 -2.775  C33 1.091
44 H -1.934 -1.766 -4.375  C33 1.096
45 H 0.563 -1.457 -2.951  C34 1.092
46 H 0.001 -0.521 -4.445  C34 1.092
47 H 2.393 -1.793 -4.534  C36 1.095
48 H 2.032 -3.031 -5.835  C36 1.087
49 H 2.104 -3.200 -2.681  C37 1.094
50 H 3.283 -3.847 -3.793  C37 1.091
51 H -0.226 -4.610 -4.433  C39 1.089
52 H 0.026 -4.634 -2.652  C39 1.090
53 H 0.055 -6.138 -3.695  C39 1.090
54 C 3.925 2.505 -7.057  O55 1.418, H63 1.096, H64 1.088, H65 1.093
55 O 4.004 2.315 -5.653  C54 1.418, C56 1.424
56 C 3.038 1.438 -5.083  O55 1.424, C57 1.491, H66 1.096, H67 1.091
57 C 3.238 1.423 -3.606  C56 1.491, O58 1.430, H68 1.096, H69 1.095
58 O 2.213 0.604 -3.039  C57 1.430, C59 1.419
59 C 2.348 0.328 -1.653  O58 1.419, C60 1.575, H70 1.090, H71 1.092
60 C 1.107 0.928 -0.892  C59 1.575, O61 1.396, H72 1.099, H73 1.088
61 O 0.803 2.188 -1.410  C60 1.396, C62 1.425
62 C -0.087 2.945 -0.594  O61 1.425, H74 1.090, H75 1.093, H76 1.090
63 H 3.043 2.064 -7.534  C54 1.096
64 H 4.828 2.153 -7.550  C54 1.088
65 H 3.663 3.539 -7.300  C54 1.093
66 H 3.308 0.441 -5.448  C56 1.096
67 H 2.029 1.707 -5.400  C56 1.091
68 H 3.167 2.437 -3.197  C57 1.096
69 H 4.296 1.221 -3.405  C57 1.095
70 H 3.253 0.782 -1.250  C59 1.090
71 H 2.343 -0.764 -1.647  C59 1.092
72 H 1.473 1.158 0.119  C60 1.099
73 H 0.275 0.254 -0.700  C60 1.088
74 H -0.452 3.732 -1.253  C62 1.090
75 H 0.444 3.444 0.220  C62 1.093
76 H -0.917 2.371 -0.181  C62 1.090
77 C -4.663 -1.083 6.838  O78 1.404, H86 1.093, H87 1.095, H88 1.088
78 O -5.403 -0.877 5.663  C77 1.404, C79 1.413
79 C -4.761 -0.705 4.416  O78 1.413, C80 1.519, H89 1.090, H90 1.096
80 C -4.239 0.699 4.162  C79 1.519, O81 1.423, H91 1.084, H92 1.092
81 O -5.255 1.679 3.984  C80 1.423, C82 1.446
82 C -5.659 1.775 2.599  O81 1.446, C83 1.514, H93 1.093, H94 1.092
83 C -7.077 2.302 2.536  C82 1.514, O84 1.397, H95 1.098, H96 1.090
84 O -7.649 2.317 1.261  C83 1.397, C85 1.397
85 C -7.062 3.185 0.337  O84 1.397, H97 1.094, H98 1.090, H99 1.093
86 H -3.593 -1.041 6.620  C77 1.093
87 H -4.817 -2.126 7.135  C77 1.095
88 H -5.060 -0.445 7.626  C77 1.088
89 H -5.486 -1.019 3.665  C79 1.090
90 H -3.901 -1.384 4.381  C79 1.096
91 H -3.527 0.756 3.346  C80 1.084
92 H -3.706 1.119 5.017  C80 1.092
93 H -5.614 0.804 2.099  C82 1.093
94 H -4.933 2.407 2.083  C82 1.092
95 H -7.101 3.319 2.950  C83 1.098
96 H -7.779 1.788 3.193  C83 1.090
97 H -6.953 4.180 0.781  C85 1.094
98 H -7.789 3.258 -0.473  C85 1.090
99 H -6.133 2.746 -0.034  C85 1.093
100 C -4.476 -3.189 -0.384  O101 1.393, H109 1.096, H110 1.097, H111 1.079
101 O -4.721 -1.821 -0.477  C100 1.393, C102 1.394
102 C -6.070 -1.507 -0.634  O101 1.394, C103 1.553, H112 1.097, H113 1.095
103 C -6.238 0.009 -0.924  C102 1.553, O104 1.398, H114 1.088, H115 1.094
104 O -5.412 0.564 -1.906  C103 1.398, C105 1.423
105 C -5.717 0.107 -3.218  O104 1.423, C106 1.521, H116 1.095, H117 1.096
106 C -4.743 0.696 -4.227  C105 1.521, O107 1.397, H118 1.096, H119 1.095
107 O -5.270 0.669 -5.521  C106 1.397, C108 1.418
108 C -4.403 1.261 -6.475  O107 1.418, H120 1.088, H121 1.095, H122 1.093
109 H -4.974 -3.845 -1.107  C100 1.096
110 H -4.766 -3.641 0.572  C100 1.097
111 H -3.464 -3.523 -0.556  C100 1.079
112 H -6.545 -1.755 0.323  C102 1.097
113 H -6.644 -2.067 -1.379  C102 1.095
114 H -6.070 0.499 0.033  C103 1.088
115 H -7.267 0.157 -1.266  C103 1.094
116 H -6.754 0.174 -3.562  C105 1.095
117 H -5.577 -0.981 -3.222  C105 1.096
118 H -3.823 0.103 -4.174  C106 1.096
119 H -4.477 1.696 -3.870  C106 1.095
120 H -4.996 1.308 -7.386  C108 1.088
121 H -3.524 0.636 -6.668  C108 1.095
122 H -3.964 2.228 -6.218  C108 1.093
123 C 0.751 2.627 3.474  O124 1.430, H132 1.089, H133 1.093, H134 1.088
124 O -0.091 1.854 4.334  C123 1.430, C125 1.421
125 C -1.296 1.428 3.712  O124 1.421, C126 1.502, H135 1.085, H136 1.082
126 C -2.242 2.531 3.335  C125 1.502, O127 1.455, H137 1.095, H138 1.086
127 O -1.654 3.645 2.606  C126 1.455, C128 1.433
128 C -2.644 4.434 1.937  O127 1.433, C129 1.503, H139 1.093, H140 1.094
129 C -2.138 5.831 1.711  C128 1.503, O130 1.431, H141 1.093, H142 1.096
130 O -0.899 5.683 1.010  C129 1.431, C131 1.444
131 C -0.358 6.826 0.312  O130 1.444, H143 1.094, H144 1.085, H145 1.091
132 H 0.893 2.176 2.492  C123 1.089
133 H 1.742 2.675 3.934  C123 1.093
134 H 0.450 3.672 3.492  C123 1.088
135 H -1.792 0.813 4.456  C125 1.085
136 H -1.056 0.815 2.853  C125 1.082
137 H -2.695 2.979 4.225  C126 1.095
138 H -3.065 2.204 2.706  C126 1.086
139 H -3.587 4.405 2.490  C128 1.093
140 H -2.811 3.970 0.960  C128 1.094
141 H -1.969 6.461 2.589  C129 1.093
142 H -2.864 6.388 1.108  C129 1.096
143 H -0.849 6.829 -0.667  C131 1.094
144 H 0.706 6.653 0.189  C131 1.085
145 H -0.746 7.715 0.812  C131 1.091
146 C 3.277 -0.468 1.910  O147 1.430, H155 1.090, H156 1.091, H157 1.090
147 O 2.501 -1.197 2.864  C146 1.430, C148 1.429
148 C 1.605 -0.380 3.620  O147 1.429, C149 1.493, H158 1.082, H159 1.093
149 C 0.430 -1.050 4.252  C148 1.493, O150 1.462, H160 1.089, H161 1.091
150 O -0.863 -1.042 3.570  C149 1.462, C151 1.431
151 C -0.739 -1.582 2.250  O150 1.431, C152 1.552, H162 1.096, H163 1.096
152 C -2.018 -1.313 1.415  C151 1.552, O153 1.395, H164 1.098, H165 1.090
153 O -2.297 0.042 1.242  C152 1.395, C154 1.424
154 C -2.175 0.382 -0.136  O153 1.424, H166 1.090, H167 1.090, H168 1.091
155 H 2.660 0.296 1.436  C146 1.090
156 H 3.458 -1.265 1.188  C146 1.091
157 H 4.185 -0.082 2.374  C146 1.090
158 H 1.205 0.413 3.002  C148 1.082
159 H 2.163 0.091 4.434  C148 1.093
160 H 0.311 -0.367 5.092  C149 1.089
161 H 0.550 -2.102 4.517  C149 1.091
162 H -0.521 -2.655 2.306  C151 1.096
163 H 0.144 -1.207 1.720  C151 1.096
164 H -2.807 -1.703 2.071  C152 1.098
165 H -2.100 -1.963 0.543  C152 1.090
166 H -1.322 -0.125 -0.587  C154 1.090
167 H -1.900 1.434 -0.210  C154 1.090
168 H -3.084 0.126 -0.681  C154 1.091


(2)
The following is a quantum chemistry calculation of an isolated molecule of C14H15FN2O3S2, from the Open Molecules 2025 dataset.

The frontier orbital gap is 8.9 eV. As for the lowest unoccupied orbital energy: 0.467 eV. The calculation puts the total energy at -1773.97280 Ha. The calculation puts the relative energy (zero: lowest compared OMol25 entry of this formula, charge and spin) at 0.0 kcal/mol. The calculation puts the HOMO energy at -8.429 eV. Its structure (SMILES) is Cc1ccc(NC(=O)CCNS(=O)(=O)c2cccs2)cc1F.

Last columns: bonded neighbours and bond lengths (Å).
Geometry (Å):
1 C -4.916 0.169 -0.019  C2 1.496, H23 1.086, H24 1.089, H25 1.090
2 C -3.489 0.596 -0.157  C1 1.496, C3 1.387, C21 1.391
3 C -2.909 1.552 0.665  C2 1.387, C4 1.383, H26 1.080
4 C -1.587 1.935 0.527  C3 1.383, C5 1.391, H27 1.076
5 C -0.794 1.353 -0.456  C4 1.391, N6 1.399, C20 1.394
6 N 0.555 1.671 -0.651  C5 1.399, C7 1.358, H28 1.013
7 C 1.366 2.382 0.174  N6 1.358, O8 1.212, C9 1.526
8 O 1.005 2.934 1.191  C7 1.212
9 C 2.815 2.480 -0.296  C7 1.526, C10 1.533, H29 1.092, H30 1.091
10 C 3.426 1.153 -0.763  C9 1.533, N11 1.451, H31 1.093, H32 1.093
11 N 3.098 0.070 0.145  C10 1.451, S12 1.665, H33 1.005
12 S 2.154 -1.189 -0.397  N11 1.665, O13 1.438, O14 1.431, C15 1.768
13 O 1.643 -0.828 -1.693  S12 1.438
14 O 2.868 -2.422 -0.258  S12 1.431
15 C 0.809 -1.190 0.749  S12 1.768, C16 1.360, S19 1.716
16 C 0.603 -0.408 1.843  C15 1.360, C17 1.411, H34 1.074
17 C -0.627 -0.694 2.473  C16 1.411, C18 1.359, H35 1.074
18 C -1.316 -1.682 1.843  C17 1.359, S19 1.718, H36 1.072
19 S -0.479 -2.290 0.471  C15 1.716, C18 1.718
20 C -1.353 0.399 -1.305  C5 1.394, C21 1.378, H37 1.079
21 C -2.674 0.044 -1.139  C2 1.391, C20 1.378, F22 1.353
22 F -3.193 -0.896 -1.961  C21 1.353
23 H -5.347 0.555 0.901  C1 1.086
24 H -4.989 -0.918 -0.022  C1 1.089
25 H -5.502 0.537 -0.861  C1 1.090
26 H -3.509 2.009 1.437  C3 1.080
27 H -1.165 2.674 1.185  C4 1.076
28 H 0.986 1.133 -1.393  N6 1.013
29 H 2.865 3.204 -1.112  C9 1.092
30 H 3.382 2.880 0.546  C9 1.091
31 H 4.510 1.266 -0.851  C10 1.093
32 H 3.040 0.874 -1.747  C10 1.093
33 H 3.843 -0.248 0.741  N11 1.005
34 H 1.291 0.348 2.173  C16 1.074
35 H -0.977 -0.179 3.348  C17 1.074
36 H -2.270 -2.092 2.107  C18 1.072
37 H -0.759 -0.079 -2.069  C20 1.079


(3)
The following is a quantum chemistry calculation of a cluster of 7 separate species, H14O7 in total at a distorted geometry, from the Open Molecules 2025 dataset.

The frontier orbital gap is 10.9 eV. As for the lowest unoccupied orbital energy: 0.079 eV. The calculation puts the total energy at -535.05985 Ha. The calculation puts the relative energy (zero: lowest compared OMol25 entry of this formula, charge and spin) at 40.2 kcal/mol. The calculation puts the HOMO energy at -10.776 eV. Its structure (SMILES) is O.O.O.O.O.O.O.

Last columns: bonded neighbours and bond lengths (Å).
Geometry (Å):
1 O -13.911 -11.142 10.571  H2 0.955, H3 0.952
2 H -13.620 -10.856 11.434  O1 0.955
3 H -13.585 -12.026 10.435  O1 0.952
4 O -11.940 -9.884 12.909  H5 0.934, H6 0.936
5 H -11.985 -9.133 12.355  O4 0.934
6 H -11.259 -10.336 12.453  O4 0.936
7 O -9.742 -9.151 14.453  H8 0.983, H9 0.934
8 H -10.681 -9.228 14.174  O7 0.983
9 H -9.338 -9.191 13.612  O7 0.934
10 O -13.332 -8.115 10.977  H11 0.974, H12 0.982
11 H -13.701 -8.031 11.874  O10 0.974
12 H -13.919 -8.694 10.443  O10 0.982
13 O -9.644 -10.338 11.620  H14 0.927, H15 0.993
14 H -10.149 -9.872 10.998  O13 0.927
15 H -9.253 -11.113 11.137  O13 0.993
16 O -9.007 -11.768 14.947  H17 0.921, H18 0.959
17 H -8.354 -11.179 15.221  O16 0.921
18 H -9.669 -11.108 14.734  O16 0.959
19 O -10.749 -7.204 10.831  H20 0.952, H21 0.962
20 H -10.058 -6.942 11.431  O19 0.952
21 H -11.581 -7.249 11.311  O19 0.962


(4)
The following is a quantum chemistry calculation of an isolated molecule of C2H2BrF2I at a distorted geometry, from the Open Molecules 2025 dataset.

The frontier orbital gap is 9.5 eV. As for the lowest unoccupied orbital energy: -0.132 eV. The calculation puts the total energy at -3148.81899 Ha. The calculation puts the relative energy (zero: lowest compared OMol25 entry of this formula, charge and spin) at 5.7 kcal/mol. The calculation puts the HOMO energy at -9.660 eV.

Last columns: bonded neighbours and bond lengths (Å).
Geometry (Å):
1 C 0.711 -0.047 0.587  C2 1.601, F3 1.320, F4 1.375, H7 1.000
2 C -0.361 -0.042 -0.601  C1 1.601, Br5 1.894, I6 2.182, H8 1.069
3 F 0.018 0.248 1.671  C1 1.320
4 F 1.693 0.883 0.341  C1 1.375
5 Br -1.238 1.635 -0.541  C2 1.894, I6 3.225
6 I -1.964 -1.501 -0.350  C2 2.182, Br5 3.225
7 H 1.123 -0.952 0.477  C1 1.000
8 H 0.018 -0.224 -1.583  C2 1.069